98
Properties=species:S:1:pos:R:3:lowdin_charge:R:1 method="wB97M-V/def2-TZVPD" homo_lumo_gap_ha="0.19695 / 0.23604" energy_ev=-167866.1549 homo_energy_ev="-6.21 / -6.99" multiplicity=8 lumo_energy_ev="-0.8 / -0.6" s_squared=15.791
Eu 0.00000 0.00000 0.00000 1.58
C 2.47170 3.70400 -0.27750 0.02
C 1.98040 2.27840 -0.19110 -0.22
N 1.10590 1.91380 0.68780 -0.08
O 0.59240 2.72100 1.59470 0.11
B -0.58050 2.30070 2.34940 -0.97
F -1.70460 2.14830 1.43620 0.30
F -0.91010 3.31450 3.33760 0.12
O -0.33570 1.03050 3.01950 0.07
N 0.04960 -0.01470 2.31460 -0.30
C 0.05480 -1.22770 2.76350 -0.52
C -0.42910 -1.55150 4.15720 -0.01
C 0.56690 -2.29570 1.85030 -0.37
N 1.07740 -1.91230 0.73100 -0.13
O 1.57540 -2.72820 -0.17760 0.01
B 2.72770 -2.30900 -0.97380 -1.01
F 3.88150 -2.18820 -0.09380 0.08
F 3.01400 -3.31800 -1.98030 0.07
O 2.50210 -1.02010 -1.62630 -0.01
N 2.12800 0.01910 -0.90620 -0.05
C 2.49960 1.23530 -1.12140 -0.28
C 3.46100 1.58640 -2.23090 -0.03
C 0.55310 -3.76110 2.21390 0.00
H 1.99660 4.36140 0.47940 0.10
H 2.24570 4.11670 -1.28230 0.06
H 3.56910 3.72790 -0.11160 0.10
H -0.76670 -0.65010 4.70880 0.10
H 0.39630 -2.01680 4.73600 0.10
H -1.28480 -2.25570 4.10250 0.09
H 3.76630 0.69700 -2.81970 0.13
H 4.37660 2.04170 -1.79900 0.12
H 2.98370 2.31190 -2.92130 0.09
H 0.10820 -3.94920 3.21000 0.08
H 1.59400 -4.14830 2.22450 0.11
H -0.03530 -4.32520 1.46060 0.04
C -2.66550 -1.53710 -3.63410 -0.04
C -3.96530 -0.74640 -3.59250 -0.43
C -4.28970 -0.11880 -4.94270 -0.04
O -4.04140 0.25570 -2.59110 -0.15
P -2.78320 0.98900 -1.90570 0.61
O -1.74870 0.09060 -1.30440 -0.39
C -2.06930 2.06810 -3.15020 -0.17
P -0.52680 2.64240 -2.44160 0.63
O -0.09060 1.76300 -1.31460 -0.38
O -0.83750 4.15250 -1.97170 -0.15
C -0.69860 5.32660 -2.75550 -0.44
C 0.76230 5.74740 -2.86150 -0.04
C -1.39370 5.26190 -4.10790 -0.04
O 0.51440 2.80790 -3.65410 -0.16
C 1.27780 1.76490 -4.24370 -0.40
C 1.61820 0.59550 -3.33230 -0.18
C 0.60780 1.29430 -5.52800 -0.03
O -3.48750 1.97590 -0.84090 -0.17
C -4.62340 2.74840 -1.19660 -0.47
C -5.83660 2.17920 -0.47570 -0.03
C -4.36660 4.18920 -0.78010 -0.03
H -2.71180 -2.32190 -4.39620 0.11
H -2.47510 -2.01580 -2.66850 0.08
H -1.80730 -0.89860 -3.86170 0.07
H -4.76910 -1.45470 -3.36030 0.15
H -3.52300 0.59820 -5.24850 0.07
H -5.23410 0.43410 -4.89040 0.09
H -4.37600 -0.88130 -5.72300 0.09
H -2.74560 2.86960 -3.44510 0.08
H -1.84940 1.47370 -4.03400 0.06
H -1.20670 6.10980 -2.17970 0.15
H 1.34000 5.07880 -3.50430 0.08
H 1.23840 5.73380 -1.87540 0.07
H 0.84650 6.75760 -3.27530 0.09
H -0.98210 4.47890 -4.74980 0.08
H -1.30320 6.21520 -4.63870 0.10
H -2.45920 5.04820 -3.97890 0.08
H 2.22610 2.23570 -4.52910 0.14
H 0.72180 0.03760 -3.04430 0.05
H 2.10770 0.94550 -2.41800 -0.06
H 2.29710 -0.10270 -3.83310 0.07
H -0.29290 0.71090 -5.32020 0.06
H 1.28450 0.66240 -6.11240 0.10
H 0.30620 2.14780 -6.14400 0.08
H -4.79250 2.71380 -2.27800 0.13
H -5.68530 2.18020 0.60950 0.09
H -6.00320 1.13710 -0.76760 0.08
H -6.74000 2.75270 -0.70440 0.09
H -4.14670 4.25710 0.29110 0.10
H -5.22610 4.82820 -1.00410 0.09
H -3.49340 4.58820 -1.30530 0.06
Cl -1.43360 -1.36470 1.48250 0.83
C -0.83170 -2.37450 -0.26250 -0.37
C 0.04890 -1.92400 -1.44810 -0.20
C 0.31600 -2.77120 -2.50560 -0.69
Cl 1.31200 -2.14750 -3.76560 0.84
C -0.22270 -4.06440 -2.50180 -0.67
Cl 0.12340 -5.12250 -3.84390 0.65
C -1.03910 -4.51440 -1.42560 -0.67
Cl -1.68220 -6.14160 -1.48050 0.62
C -1.34650 -3.68600 -0.31270 -0.70
Cl -2.35090 -4.30240 0.96690 0.66
H -1.21680 1.21680 1.21680 0.17

12
Properties=species:S:1:pos:R:3:lowdin_charge:R:1 method="wB97M-V/def2-TZVPD" homo_lumo_gap_ha=0.34916 energy_ev=-8336.1664 smiles="C=C=C(O)CO" homo_energy_ev=-9.41 relative_energy_ev=4.295 lumo_energy_ev=0.1
C 2.19725 -0.15972 -0.30446 0.05
C 1.01731 -0.71028 -0.52039 -0.01
C -0.06629 -0.20025 0.02504 -0.35
O 0.23349 0.98159 0.75665 -0.03
C -1.53111 -0.46401 0.01982 -0.22
O -2.23874 0.64751 -0.49273 -0.05
H 2.76066 -0.40654 0.59327 0.08
H 2.51873 0.70537 -0.87815 0.08
H 0.60828 0.72293 1.60875 0.10
H -1.77696 -1.39560 -0.50525 0.12
H -1.84789 -0.55853 1.06422 0.13
H -1.87473 0.83753 -1.36676 0.09

9
Properties=species:S:1:pos:R:3:lowdin_charge:R:1 method="wB97M-V/def2-TZVPD" homo_lumo_gap_ha=0.38853 energy_ev=-9754.2887 homo_energy_ev=-10.09 relative_energy_ev=1.801 lumo_energy_ev=0.5
C 2.13581 0.68345 0.24687 0.00
C -0.67473 -0.15701 -0.01522 -0.70
N -0.03235 -0.89557 -0.83936 0.10
O -0.49812 0.11415 1.29518 0.04
O -1.65073 0.58422 -0.49539 0.08
O 1.90895 1.73232 -0.09544 0.06
H 0.11428 -0.54471 1.82349 0.18
H -1.99505 0.09107 -1.32271 0.17
H 0.69193 -1.60791 -0.59741 0.07

What did the second record say?
12
Properties=species:S:1:pos:R:3:lowdin_charge:R:1 method="wB97M-V/def2-TZVPD" homo_lumo_gap_ha=0.34916 energy_ev=-8336.1664 smiles="C=C=C(O)CO" homo_energy_ev=-9.41 relative_energy_ev=4.295 lumo_energy_ev=0.1
C 2.19725 -0.15972 -0.30446 0.05
C 1.01731 -0.71028 -0.52039 -0.01
C -0.06629 -0.20025 0.02504 -0.35
O 0.23349 0.98159 0.75665 -0.03
C -1.53111 -0.46401 0.01982 -0.22
O -2.23874 0.64751 -0.49273 -0.05
H 2.76066 -0.40654 0.59327 0.08
H 2.51873 0.70537 -0.87815 0.08
H 0.60828 0.72293 1.60875 0.10
H -1.77696 -1.39560 -0.50525 0.12
H -1.84789 -0.55853 1.06422 0.13
H -1.87473 0.83753 -1.36676 0.09